No. 1
Computed, not measured: a molecular structure, C32H66BrI2N2O14PSi2 in a non-equilibrium geometry, with ωB97M-V/def2-TZVPD.

Geometry (Å):
1 C -0.0462 -0.1994 -0.6662
2 C 0.6438 0.3855 0.6644
3 Si 0.9930 2.2938 0.5608
4 O 1.0186 3.0683 2.1025
5 Si 2.4370 2.7335 3.0364
6 C 1.8986 2.9527 4.8908
7 C 3.8721 4.0025 2.7766
8 C 5.0344 3.8122 3.9039
9 C 5.6353 5.1942 4.4587
10 C 5.1150 5.5790 5.9538
11 N 3.6238 5.5649 6.0873
12 C 3.1168 0.9479 2.8997
13 C 4.1944 0.5413 3.9979
14 O 5.4085 0.6231 3.6929
15 Br 3.7680 -0.0976 5.8298
16 C 2.5626 2.5659 -0.5020
17 I 3.7165 0.8558 -1.2802
18 C 3.0606 3.8581 -0.8705
19 C 2.3398 5.2255 -0.3810
20 I 4.8374 4.1468 -2.1362
21 P -0.8176 3.1108 -0.4846
22 N -1.1778 4.6018 -0.0511
23 O -0.6013 2.9819 -2.1958
24 O -2.1465 2.1142 0.0283
25 H -1.1210 -0.5246 -0.4288
26 H 0.0081 0.5101 -1.5606
27 H 0.5311 -1.1442 -0.9632
28 H 1.6572 -0.1300 0.7735
29 H 0.0468 0.1661 1.6299
30 H 2.7060 2.6157 5.6182
31 H 0.9705 2.3034 5.0394
32 H 1.6024 4.0443 5.0974
33 H 3.5351 5.0883 2.8560
34 H 4.3827 3.7536 1.7751
35 H 4.6687 3.1964 4.8116
36 H 5.9177 3.2038 3.4808
37 H 6.7720 5.0202 4.5901
38 H 5.5362 6.0826 3.7513
39 H 5.5517 4.8355 6.7203
40 H 5.4756 6.6513 6.1892
41 H 3.3906 4.6621 6.5160
42 H 3.2582 5.6482 5.1304
43 H 2.2229 0.2251 3.0443
44 H 3.4960 0.7273 1.8300
45 H 1.2665 5.1653 -0.7611
46 H 2.4321 5.3669 0.7452
47 H 2.8213 6.1129 -0.9403
48 H -0.4624 4.9249 0.6225
49 H -1.3204 3.5233 -2.6103
50 H -2.7168 1.9289 -0.7617
51 O -2.9805 10.1104 3.7196
52 C -2.9011 8.9054 3.6694
53 O -2.9959 8.2693 2.4880
54 C -2.7300 6.8705 2.2961
55 C -3.9589 6.0378 2.5976
56 C -2.7890 8.0891 4.9269
57 H -1.8557 6.5537 2.8699
58 H -2.4671 6.7505 1.2427
59 H -4.2662 6.1382 3.6409
60 H -3.7668 4.9820 2.3936
61 H -4.8021 6.3678 1.9859
62 H -3.7864 7.9212 5.3375
63 H -2.1939 8.6493 5.6509
64 H -2.2824 7.1354 4.7916
65 O 4.5340 -2.4137 -2.4399
66 C 4.5330 -2.3088 -3.6449
67 O 5.6727 -2.4789 -4.3400
68 C 5.7448 -2.5603 -5.7707
69 C 5.8275 -1.1803 -6.3908
70 C 3.2872 -1.8960 -4.3789
71 H 4.9200 -3.1534 -6.1727
72 H 6.6601 -3.1113 -5.9990
73 H 4.9353 -0.5890 -6.1751
74 H 5.9408 -1.2520 -7.4750
75 H 6.6787 -0.6298 -5.9829
76 H 3.2076 -0.8070 -4.3689
77 H 2.4235 -2.3213 -3.8646
78 H 3.2373 -2.2584 -5.4041
79 O -4.4326 1.2416 -2.5749
80 C -4.3493 0.0334 -2.6262
81 O -4.4442 -0.6016 -3.8056
82 C -4.1733 -1.9995 -3.9979
83 C -5.3981 -2.8381 -3.6934
84 C -4.2337 -0.7808 -1.3702
85 H -3.2963 -2.3122 -3.4265
86 H -3.9114 -2.1169 -5.0518
87 H -5.7031 -2.7395 -2.6496
88 H -5.2020 -3.8932 -3.8979
89 H -6.2446 -2.5121 -4.3030
90 H -5.2303 -0.9500 -0.9579
91 H -3.6377 -0.2187 -0.6478
92 H -3.7251 -1.7338 -1.5038
93 O -0.2610 -2.6590 -3.4757
94 C -0.3307 -3.8480 -3.2636
95 O -1.5242 -4.4242 -3.0322
96 C -1.7405 -5.8427 -2.9557
97 C -1.4631 -6.3580 -1.5581
98 C 0.9142 -4.6850 -3.1619
99 H -1.1668 -6.3703 -3.7210
100 H -2.7941 -6.0053 -3.1943
101 H -0.4205 -6.2031 -1.2725
102 H -1.6851 -7.4253 -1.4909
103 H -2.0745 -5.8240 -0.8266
104 H 1.3149 -4.6138 -2.1487
105 H 1.6511 -4.2949 -3.8660
106 H 0.7675 -5.7304 -3.4261
107 O -4.6402 -8.2349 -2.6347
108 C -4.9749 -8.8162 -1.6290
109 O -5.3300 -8.1214 -0.5329
110 C -5.9171 -8.7025 0.6411
111 C -4.8501 -9.2234 1.5824
112 C -4.9127 -10.3159 -1.5505
113 H -6.6530 -9.4651 0.3760
114 H -6.4698 -7.8999 1.1348
115 H -4.2633 -10.0211 1.1224
116 H -5.3015 -9.6110 2.4985
117 H -4.1505 -8.4259 1.8440
118 H -3.8980 -10.6211 -1.2873
119 H -5.1659 -10.7243 -2.5308
120 H -5.6208 -10.7519 -0.8486

Calculated values
Gap between HOMO and LUMO = 8.57 eV
LUMO level = -0.0158 Eh
HOMO = -0.331 Eh
Largest force on an atom = 0.10742 hartree/bohr
Net charge = 0

Here are the Löwdin charges for atoms 1 to 6, given in e: -0.1682, -0.3403, 0.4092, -0.3200, 0.4900, -0.1880

***

No. 2
Computed, not measured: 2 unconnected molecules or ions with the total composition C2H8ClN2PS in a non-equilibrium geometry, with ωB97M-V/def2-TZVPD.

Geometry (Å):
1 C 0.3073 -0.6812 1.0385
2 C -0.0573 1.4618 -0.0382
3 N 0.5237 -2.1505 -1.2655
4 N 0.3517 0.0930 -0.2191
5 P 0.3056 -0.7149 -1.5647
6 S 0.1515 0.3038 -3.2643
7 Cl -2.8395 -0.1449 -1.0507
8 H 0.8565 -0.2716 1.8463
9 H -0.6718 -0.9501 1.2440
10 H 0.8726 -1.6958 0.6832
11 H 0.2633 1.9737 -0.9192
12 H -1.0689 1.6345 0.0646
13 H 0.5868 1.7571 0.8441
14 H -3.7761 -1.0144 -0.6543
15 H 0.2216 -2.9117 -1.8837

Calculated values
Gap between HOMO and LUMO = 9.32 eV
LUMO level = 0.0124 Eh
HOMO = -0.330 Eh
Energy relative to the best compared isomer or geometry (same formula, charge and spin) = 272.48 kJ/mol
Largest force on an atom = 0.10718 hartree/bohr
Net charge = 0

Here are the Löwdin charges for atoms 1 to 6, given in e: -0.1054, -0.1427, -0.2197, -0.4360, 0.1681, 0.1574

***

No. 3
Computed, not measured: a molecular structure, C34H50As2BrIrN4O12S in a non-equilibrium geometry, with ωB97M-V/def2-TZVPD.

Geometry (Å):
1 Ir -0.0680 0.1828 0.0980
2 C -4.1449 2.9555 -1.0973
3 C -2.8305 3.6311 -0.7701
4 S -1.3164 2.7913 -1.2416
5 O -1.4963 1.3495 -0.6217
6 C -1.4877 2.5763 -3.0294
7 C -2.0840 1.2384 -3.4720
8 H -4.9433 3.5058 -0.6041
9 H -4.1641 1.9534 -0.7089
10 H -4.3519 2.9593 -2.1665
11 H -2.7105 3.8015 0.3008
12 H -2.7173 4.5992 -1.2629
13 H -0.4800 2.7152 -3.4160
14 H -2.0837 3.4338 -3.3452
15 H -1.5784 0.3904 -3.0030
16 H -1.9460 1.1469 -4.5478
17 H -3.1491 1.1736 -3.2584
18 C 0.5740 -4.1957 -3.6229
19 O -0.1416 -4.1991 -2.3752
20 C -0.8316 -3.1092 -2.1037
21 O -0.7828 -2.0805 -2.7600
22 C -1.6012 -3.1805 -0.8253
23 C -1.9617 -4.2943 -0.2183
24 As -2.5608 -4.5009 1.6421
25 C -4.2593 -5.4033 1.2600
26 C -3.2545 -2.7096 2.0286
27 C -2.9700 -1.5815 1.4270
28 As -2.0210 -1.3852 -0.2526
29 C -3.4896 -0.9749 -1.4397
30 C -3.3953 -0.2474 1.9631
31 O -3.9346 0.5972 1.2781
32 O -2.9650 -0.0519 3.2021
33 C -3.4578 1.1375 3.8452
34 C -4.1884 -2.6542 3.1990
35 O -5.0990 -1.8780 3.2890
36 O -3.9239 -3.6358 4.0700
37 C -4.8361 -3.7399 5.1806
38 C -1.8725 -5.6153 -0.9317
39 O -2.4267 -5.8355 -1.9693
40 O -1.2102 -6.5109 -0.1912
41 C -1.1758 -7.8521 -0.7185
42 H 1.0345 -5.1748 -3.6922
43 H 1.3279 -3.4104 -3.6150
44 H -0.1195 -4.0372 -4.4456
45 H -4.0394 -6.3813 0.8340
46 H -4.8742 -4.8302 0.5695
47 H -4.7845 -5.5502 2.2010
48 H -4.2714 -1.6908 -1.1937
49 H -3.1590 -1.1171 -2.4667
50 H -3.8457 0.0199 -1.2601
51 H -3.2899 0.9856 4.9059
52 H -4.5169 1.2660 3.6359
53 H -2.9015 2.0064 3.4931
54 H -4.5957 -4.6796 5.6660
55 H -5.8628 -3.7340 4.8218
56 H -4.6816 -2.9042 5.8595
57 H -0.9078 -8.4870 0.1193
58 H -0.4231 -7.9136 -1.5016
59 H -2.1484 -8.1222 -1.1224
60 C 4.0300 2.4735 -2.7497
61 C 2.8220 1.7061 -3.2405
62 N 1.8170 1.6115 -2.1790
63 C 1.8833 2.2628 -0.9818
64 N 1.0664 1.8949 0.0300
65 C 1.0489 2.6930 1.2686
66 C 2.3984 3.3309 1.5266
67 C 2.7807 4.1400 0.3171
68 N 2.7259 3.3114 -0.8816
69 C 3.5488 3.7067 -2.0201
70 H 4.6728 2.7446 -3.5856
71 H 4.6149 1.8581 -2.0611
72 H 3.0918 0.6913 -3.5340
73 H 2.3803 2.2005 -4.1097
74 H 1.3103 0.7457 -2.1453
75 H 0.7856 2.0241 2.0865
76 H 0.2709 3.4647 1.1988
77 H 3.1388 2.5506 1.7157
78 H 2.3554 3.9753 2.4032
79 H 3.7927 4.5338 0.3979
80 H 2.1025 4.9902 0.1998
81 H 4.3815 4.2864 -1.6263
82 H 2.9781 4.3598 -2.6884
83 Br 8.0345 -2.0461 1.6054
84 C 6.2410 -1.6176 1.2862
85 C 5.4629 -1.1179 2.3276
86 C 4.1401 -0.8016 2.0898
87 C 3.6006 -0.9868 0.8164
88 C 4.3885 -1.4900 -0.2198
89 C 5.7119 -1.8067 0.0127
90 C 2.2136 -0.6535 0.5657
91 O 1.4501 -0.1836 1.4382
92 O 1.6504 -0.8207 -0.5520
93 H 5.8954 -0.9822 3.3082
94 H 3.5189 -0.4140 2.8863
95 H 3.9554 -1.6394 -1.2007
96 H 6.3341 -2.2008 -0.7778
97 C 1.3064 -4.0849 1.0909
98 C 0.5506 -3.1382 1.9900
99 N 0.7519 -3.2767 3.3184
100 O -0.1925 -2.2681 1.5618
101 H 1.4498 -5.0573 1.5582
102 H 2.2921 -3.6607 0.8792
103 H 0.7752 -4.2076 0.1514
104 H 1.3214 -4.0125 3.6958
105 H 0.2908 -2.6410 3.9477

Calculated values
Gap between HOMO and LUMO (alpha / beta) = 6.88 / 6.88 eV
LUMO level (alpha / beta) = -0.2317 / -0.2315 Eh
HOMO (alpha / beta) = -0.485 / -0.485 Eh
Energy relative to the best compared isomer or geometry (same formula, charge and spin) = 235.63 kJ/mol
Largest force on an atom = 0.06202 hartree/bohr
Net charge = +2

Here are the Löwdin charges for atoms 1 to 6, given in e: 1.3284, -0.0905, -0.3575, 1.0583, -0.7137, -0.3353

***

No. 4
Computed, not measured: a molecular structure, C4H5NO in a non-equilibrium geometry, with ωB97M-V/def2-TZVPD.

Geometry (Å):
1 N -1.2377 1.0979 0.1260
2 C -1.2733 -0.2495 0.3212
3 O -2.2694 -0.8424 0.6942
4 C 0.0627 -0.9989 0.0555
5 C 1.2797 -0.2800 0.0249
6 C 2.2579 0.4284 -0.1610
7 H -2.0508 1.6300 0.4061
8 H -0.3538 1.5783 0.0604
9 H -0.0219 -2.0329 0.3677
10 H 0.8030 -1.1323 -1.0081
11 H 2.8291 0.8258 -0.9719

Calculated values
Gap between HOMO and LUMO = 9.89 eV
LUMO level = 0.0221 Eh
HOMO = -0.341 Eh
Energy relative to the best compared isomer or geometry (same formula, charge and spin) = 356.99 kJ/mol
Largest force on an atom = 0.06345 hartree/bohr
Net charge = 0

Here are the Löwdin charges for atoms 1 to 6, given in e: 0.1625, -0.5154, 0.0503, -0.0672, -0.2743, 0.0723